Formula: C5H5IO2
Source: the OMol25 dataset
Level of theory: ωB97M-V/def2-TZVPD

As for the lowest unoccupied orbital energy: 0.391 eV. The calculation puts the total energy at -641.61847 a.u. Its relative energy (zero: lowest compared OMol25 entry of this formula, charge and spin) is 0.00 kJ/mol. For the HOMO-LUMO gap, the calculation gives 9.55 eV. For the largest force on an atom, the calculation gives 3.40 eV/Å.

Geometry as ORCA input:
```
! RIJCOSX wB97M-V def2-TZVPD def2/J DEFGRID3
* xyz 0 1
I -1.902 -1.279 0.351
C 0.081 -0.583 -0.063
C 0.984 -1.067 -1.216
C 1.361 -1.113 0.270
C 1.060 0.264 0.711
H 1.355 -0.187 -1.736
H 0.592 -1.844 -1.963
H 1.811 -1.825 0.902
H 1.126 0.258 1.770
H 1.671 1.072 0.292
O -2.396 2.137 -0.868
C -2.687 2.115 0.241
O -3.057 2.053 1.308
*
```

Population analysis type Löwdin, resulting atomic charges in e:
1 I 0.861
2 C -0.794
3 C -0.071
4 C -0.273
5 C -0.104
6 H 0.082
7 H 0.127
8 H 0.122
9 H 0.094
10 H 0.106
11 O 0.184
12 C -0.533
13 O 0.199

---

Formula: C20H18O4
Source: the OMol25 dataset
Level of theory: ωB97M-V/def2-TZVPD

As for the lowest unoccupied orbital energy: 0.111 eV. The calculation puts the total energy at -1073.93579 a.u. Its relative energy (zero: lowest compared OMol25 entry of this formula, charge and spin) is 0.00 kJ/mol. For the HOMO-LUMO gap, the calculation gives 8.85 eV. For the largest force on an atom, the calculation gives 0.89 eV/Å.

Geometry as ORCA input:
```
! RIJCOSX wB97M-V def2-TZVPD def2/J DEFGRID3
* xyz 0 1
C 7.457 -0.686 -0.363
C 5.991 -0.484 -0.148
C 5.194 -1.549 0.285
C 3.844 -1.391 0.485
C 3.226 -0.155 0.259
C 1.818 0.106 0.438
C 0.919 -1.009 0.900
O -0.433 -0.606 1.002
C -1.231 -0.885 -0.052
O -0.849 -1.506 -1.015
C -2.597 -0.361 0.126
C -2.948 0.446 1.205
C -4.241 0.917 1.306
C -5.204 0.602 0.354
C -6.597 1.130 0.491
C -4.856 -0.211 -0.732
C -5.870 -0.570 -1.773
C -3.557 -0.678 -0.832
C 1.344 1.344 0.186
C 2.196 2.431 -0.259
O 1.826 3.555 -0.489
O 3.524 2.143 -0.419
C 4.027 0.913 -0.176
C 5.396 0.741 -0.375
H 7.943 0.244 -0.642
H 7.623 -1.418 -1.153
H 7.923 -1.068 0.544
H 5.653 -2.510 0.464
H 3.252 -2.228 0.818
H 0.986 -1.847 0.192
H 1.220 -1.343 1.898
H -2.211 0.699 1.951
H -4.513 1.547 2.141
H -6.694 1.743 1.383
H -7.313 0.311 0.552
H -6.863 1.734 -0.377
H -6.259 0.326 -2.254
H -6.711 -1.096 -1.323
H -5.428 -1.208 -2.533
H -3.261 -1.302 -1.662
H 0.301 1.591 0.306
H 5.971 1.590 -0.710
*
```

Population analysis type Löwdin, resulting atomic charges in e:
1 C -0.045
2 C -0.265
3 C -0.041
4 C -0.008
5 C -0.103
6 C -0.101
7 C -0.113
8 O -0.009
9 C -0.433
10 O 0.122
11 C -0.123
12 C -0.008
13 C -0.028
14 C -0.226
15 C -0.043
16 C -0.221
17 C -0.042
18 C 0.034
19 C 0.094
20 C -0.437
21 O 0.118
22 O 0.132
23 C -0.173
24 C 0.051
25 H 0.077
26 H 0.086
27 H 0.085
28 H 0.114
29 H 0.112
30 H 0.137
31 H 0.150
32 H 0.117
33 H 0.111
34 H 0.077
35 H 0.086
36 H 0.086
37 H 0.085
38 H 0.084
39 H 0.078
40 H 0.125
41 H 0.131
42 H 0.129

---

Formula: C39H28Cl4InN3O4
Source: the OMol25 dataset
Level of theory: ωB97M-V/def2-TZVPD

As for the lowest unoccupied orbital energy: -0.188 eV. The calculation puts the total energy at -3999.25420 a.u. Its relative energy (zero: lowest compared OMol25 entry of this formula, charge and spin) is 0.00 kJ/mol. For the HOMO-LUMO gap, the calculation gives 7.77 eV. For the largest force on an atom, the calculation gives 0.65 eV/Å.

Geometry as ORCA input:
```
! RIJCOSX wB97M-V def2-TZVPD def2/J DEFGRID3
* xyz 0 1
In 0.003 0.267 0.037
C 1.684 -1.690 -3.742
C 0.588 -1.621 -4.592
C -0.605 -1.098 -4.131
C -0.698 -0.640 -2.817
N 0.375 -0.716 -2.018
C 1.528 -1.221 -2.454
C -1.942 -0.071 -2.229
C -3.130 -0.003 -2.961
C -4.280 0.511 -2.387
C -4.270 0.953 -1.072
C -3.094 0.891 -0.336
C -1.933 0.390 -0.910
H 2.630 -2.095 -4.071
H 0.661 -1.975 -5.612
H -1.458 -1.047 -4.790
H 2.336 -1.245 -1.732
H -3.178 -0.351 -3.985
H -5.190 0.565 -2.971
H -5.174 1.347 -0.624
H -3.079 1.234 0.691
Cl -1.245 4.266 -0.424
C 0.129 5.332 -0.464
C 0.240 6.208 -1.522
C 1.305 7.090 -1.580
C 2.245 7.071 -0.567
C 2.130 6.186 0.492
Cl 3.394 6.262 1.690
C 1.061 5.273 0.592
N 0.828 4.383 1.613
C 1.703 3.958 2.659
C 1.423 4.406 3.944
C 2.192 4.008 5.024
C 3.251 3.140 4.817
C 3.527 2.688 3.536
C 2.766 3.082 2.439
C 3.181 2.598 1.066
C 2.181 1.624 0.472
O 2.210 0.416 0.798
O 1.283 2.063 -0.318
H -0.512 6.199 -2.299
H 1.398 7.786 -2.401
H 3.085 7.751 -0.583
H 0.101 3.719 1.396
H 0.595 5.090 4.076
H 1.970 4.380 6.016
H 3.862 2.811 5.648
H 4.356 2.009 3.380
H 4.122 2.062 1.166
H 3.305 3.441 0.384
Cl -1.320 -4.310 -0.227
C -1.646 -4.937 1.367
C -2.878 -5.515 1.587
C -3.177 -6.056 2.825
C -2.226 -6.004 3.827
C -0.989 -5.425 3.599
Cl 0.119 -5.409 4.942
C -0.638 -4.869 2.353
N 0.583 -4.335 2.010
C 1.622 -3.859 2.872
C 2.792 -4.605 2.932
C 3.856 -4.202 3.722
C 3.749 -3.035 4.462
C 2.586 -2.284 4.392
C 1.514 -2.668 3.591
C 0.275 -1.808 3.587
C 0.087 -0.986 2.325
O -0.154 0.241 2.412
O 0.160 -1.564 1.195
H -3.601 -5.541 0.783
H -4.137 -6.520 3.003
H -2.433 -6.418 4.804
H 0.529 -3.791 1.160
H 2.844 -5.524 2.364
H 4.758 -4.798 3.765
H 4.566 -2.706 5.090
H 2.507 -1.371 4.970
H 0.306 -1.108 4.418
H -0.615 -2.436 3.697
*
```

Population analysis type Löwdin, resulting atomic charges in e:
1 In 1.021
2 C -0.043
3 C -0.041
4 C 0.006
5 C -0.194
6 N 0.051
7 C -0.085
8 C -0.189
9 C -0.032
10 C -0.077
11 C -0.076
12 C -0.114
13 C -0.153
14 H 0.109
15 H 0.114
16 H 0.105
17 H 0.126
18 H 0.100
19 H 0.104
20 H 0.105
21 H 0.101
22 Cl 0.745
23 C -0.565
24 C -0.117
25 C -0.098
26 C -0.127
27 C -0.562
28 Cl 0.737
29 C -0.280
30 N 0.075
31 C -0.249
32 C -0.025
33 C -0.078
34 C -0.077
35 C -0.029
36 C -0.171
37 C -0.026
38 C -0.611
39 O 0.006
40 O -0.052
41 H 0.104
42 H 0.103
43 H 0.100
44 H 0.075
45 H 0.118
46 H 0.103
47 H 0.102
48 H 0.115
49 H 0.124
50 H 0.121
51 Cl 0.720
52 C -0.565
53 C -0.122
54 C -0.098
55 C -0.126
56 C -0.565
57 Cl 0.741
58 C -0.285
59 N 0.071
60 C -0.255
61 C -0.035
62 C -0.082
63 C -0.079
64 C -0.029
65 C -0.170
66 C -0.019
67 C -0.605
68 O 0.000
69 O -0.064
70 H 0.102
71 H 0.103
72 H 0.101
73 H 0.066
74 H 0.116
75 H 0.102
76 H 0.102
77 H 0.115
78 H 0.125
79 H 0.131

---

Formula: C22H53F2N3O5P
Source: the OMol25 dataset
Level of theory: ωB97M-V/def2-TZVPD

As for the lowest unoccupied orbital energy: -2.452 eV. The calculation puts the total energy at -1951.30812 a.u. For the HOMO-LUMO gap, the calculation gives 8.41 eV. For the largest force on an atom, the calculation gives 4.09 eV/Å.

Geometry as ORCA input:
```
! RIJCOSX wB97M-V def2-TZVPD def2/J DEFGRID3
* xyz 1 1
C 5.137 0.032 2.487
C 4.573 -0.611 1.170
C 3.043 -0.521 1.052
O 2.407 -1.840 1.053
P 0.995 -1.812 1.810
C 1.230 -1.530 3.593
C 2.567 -2.167 4.130
C -0.067 -0.577 0.964
C -0.498 0.656 1.848
C -1.906 0.369 2.380
F -1.853 -0.551 3.430
C 0.171 -3.448 1.619
C 0.985 -4.571 2.251
O 1.802 -5.178 1.741
F 0.665 -4.805 3.543
H 5.895 -0.659 2.877
H 5.658 0.974 2.275
H 4.354 0.180 3.245
H 4.931 -1.650 1.135
H 5.059 -0.107 0.324
H 2.724 0.060 0.174
H 2.667 0.037 1.933
H 1.269 -0.469 3.870
H 0.416 -1.993 4.171
H 3.036 -1.529 4.889
H 2.390 -3.147 4.591
H 3.311 -2.294 3.328
H -0.997 -1.101 0.687
H 0.396 -0.291 0.008
H 0.205 0.913 2.646
H -0.628 1.507 1.163
H -2.402 1.300 2.695
H -2.554 -0.063 1.602
H 0.063 -3.606 0.537
H -0.826 -3.353 2.076
C -3.625 2.059 -3.711
C -4.011 1.340 -2.422
C -3.358 1.937 -1.163
O -1.984 1.592 -0.990
C -1.083 2.392 -1.741
N -3.706 -0.089 -2.564
H -2.619 1.803 -4.046
H -4.307 1.782 -4.515
H -3.679 3.143 -3.588
H -5.093 1.448 -2.305
H -3.873 1.527 -0.290
H -3.488 3.024 -1.117
H -1.426 3.425 -1.826
H -0.922 1.964 -2.732
H -0.120 2.388 -1.223
H -4.055 -0.583 -1.746
H -2.696 -0.194 -2.499
C -9.517 4.791 -1.116
C -8.829 3.748 -0.240
C -7.317 3.980 -0.078
O -6.538 3.603 -1.204
C -6.491 4.571 -2.240
N -9.121 2.413 -0.773
H -9.325 4.634 -2.177
H -10.597 4.744 -0.978
H -9.193 5.801 -0.854
H -9.273 3.820 0.757
H -6.966 3.347 0.742
H -7.098 5.016 0.210
H -6.504 5.592 -1.848
H -7.315 4.425 -2.941
H -5.562 4.424 -2.793
H -8.748 1.714 -0.135
H -8.565 2.293 -1.617
C 8.100 -4.387 -2.453
C 7.887 -4.383 -0.943
C 6.927 -3.283 -0.460
O 7.493 -1.980 -0.421
C 7.504 -1.307 -1.669
N 9.192 -4.297 -0.280
H 8.765 -3.588 -2.782
H 8.555 -5.327 -2.766
H 7.151 -4.284 -2.985
H 7.435 -5.344 -0.678
H 6.649 -3.511 0.575
H 5.994 -3.281 -1.040
H 6.626 -1.552 -2.274
H 8.417 -1.535 -2.222
H 7.502 -0.234 -1.470
H 9.060 -4.395 0.723
H 9.528 -3.342 -0.388
*
```

Population analysis type Löwdin, resulting atomic charges in e:
1 C -0.075
2 C -0.187
3 C -0.201
4 O -0.240
5 P 0.963
6 C -0.261
7 C -0.091
8 C -0.207
9 C -0.168
10 C -0.198
11 F -0.055
12 C -0.101
13 C -0.539
14 O 0.240
15 F 0.106
16 H 0.079
17 H 0.078
18 H 0.060
19 H 0.101
20 H 0.110
21 H 0.127
22 H 0.103
23 H 0.087
24 H 0.105
25 H 0.086
26 H 0.078
27 H 0.067
28 H 0.097
29 H 0.102
30 H 0.102
31 H 0.105
32 H 0.131
33 H 0.117
34 H 0.127
35 H 0.123
36 C -0.062
37 C -0.423
38 C -0.191
39 O -0.231
40 C -0.096
41 N 0.044
42 H 0.066
43 H 0.084
44 H 0.069
45 H 0.131
46 H 0.117
47 H 0.121
48 H 0.098
49 H 0.079
50 H 0.079
51 H 0.068
52 H 0.062
53 C -0.069
54 C -0.430
55 C -0.205
56 O -0.214
57 C -0.093
58 N 0.041
59 H 0.065
60 H 0.079
61 H 0.080
62 H 0.136
63 H 0.118
64 H 0.120
65 H 0.095
66 H 0.081
67 H 0.071
68 H 0.070
69 H 0.067
70 C -0.068
71 C -0.431
72 C -0.220
73 O -0.206
74 C -0.106
75 N 0.043
76 H 0.066
77 H 0.080
78 H 0.078
79 H 0.136
80 H 0.114
81 H 0.117
82 H 0.091
83 H 0.078
84 H 0.085
85 H 0.073
86 H 0.071

---

Formula: C4H36N2O12S
Source: the OMol25 dataset
Level of theory: ωB97M-V/def2-TZVPD

As for the lowest unoccupied orbital energy: 0.137 eV. The calculation puts the total energy at -1584.58497 a.u. Its relative energy (zero: lowest compared OMol25 entry of this formula, charge and spin) is 0.00 kJ/mol. For the HOMO-LUMO gap, the calculation gives 9.28 eV. For the largest force on an atom, the calculation gives 2.31 eV/Å.

Geometry as ORCA input:
```
! RIJCOSX wB97M-V def2-TZVPD def2/J DEFGRID3
* xyz 0 1
N 0.417 -0.561 0.820
C -0.069 -1.946 1.080
C -1.270 -2.118 0.174
C -1.853 -3.490 -0.072
S -0.804 -4.493 -1.200
C -0.355 -2.159 2.559
N 0.862 -1.908 3.335
H -0.336 0.088 1.034
H 1.210 -0.384 1.427
H 0.810 -2.523 0.782
H -1.349 -1.497 -0.727
H -2.034 -1.449 0.616
H -2.784 -3.420 -0.632
H -2.089 -4.001 0.859
H 0.125 -4.739 -0.278
H -0.769 -3.162 2.677
H -1.201 -1.504 2.787
H 1.532 -2.659 3.201
H 0.582 -2.068 4.304
H 3.111 2.706 1.000
H 2.792 1.708 2.152
O 3.490 1.999 1.527
H 0.671 1.476 3.194
H 1.631 0.348 3.342
O 1.606 1.320 3.384
H -0.970 -0.996 -4.047
H -0.138 0.246 -4.288
O -1.058 -0.042 -4.147
H 0.439 1.993 0.322
H 1.113 3.089 -0.505
O 1.086 2.705 0.378
H -2.911 2.141 -3.730
H -2.666 0.886 -3.024
O -2.721 1.835 -2.833
H 0.865 0.951 -2.573
H -0.352 1.931 -2.664
O 0.476 1.761 -2.198
H 2.871 -0.679 -0.955
H 1.309 -0.824 -0.736
O 2.036 -0.927 -1.399
H -3.362 2.948 -0.760
H -1.811 3.089 -0.909
O -2.551 3.191 -0.304
H -2.829 0.855 0.725
H -3.975 1.297 1.443
O -3.586 0.455 1.163
H 4.271 1.378 -0.985
H 4.137 0.722 0.401
O 4.287 0.523 -0.549
H 2.045 -0.547 -2.966
H 2.452 0.113 -4.315
O 1.713 -0.336 -3.888
H -1.194 2.833 1.589
H -1.525 1.955 2.682
O -1.372 1.888 1.727
*
```

Population analysis type Löwdin, resulting atomic charges in e:
1 N 0.045
2 C -0.388
3 C -0.261
4 C -0.537
5 S 0.703
6 C -0.232
7 N 0.010
8 H 0.053
9 H 0.066
10 H 0.133
11 H 0.119
12 H 0.100
13 H 0.065
14 H 0.068
15 H -0.165
16 H 0.111
17 H 0.124
18 H 0.084
19 H 0.084
20 H 0.025
21 H -0.002
22 O -0.085
23 H 0.033
24 H 0.025
25 O -0.048
26 H 0.050
27 H 0.015
28 O -0.069
29 H -0.002
30 H 0.037
31 O -0.059
32 H 0.056
33 H 0.030
34 O -0.060
35 H 0.001
36 H 0.014
37 O -0.056
38 H 0.028
39 H 0.017
40 O -0.086
41 H 0.036
42 H 0.021
43 O -0.057
44 H -0.014
45 H 0.039
46 O -0.080
47 H 0.044
48 H 0.020
49 O -0.076
50 H 0.007
51 H 0.058
52 O -0.098
53 H 0.059
54 H 0.074
55 O -0.080